w.
16
Properties=species:S:1:pos:R:3:lowdin_charge:R:1 method="wB97M-V/def2-TZVPD" gap_ha=0.346 total_charge=+1 e_lumo_ev=-4.379
C -0.406 -0.967 -2.500 -0.18
C 0.912 0.175 0.482 -0.37
C -1.046 -0.628 -1.374 -0.03
C -0.362 -0.075 0.671 -0.09
C 1.665 0.561 -0.683 0.02
N -1.488 -0.072 1.298 0.14
O 0.274 -1.344 -3.340 0.28
O 1.557 0.318 1.620 0.13
H -1.746 0.172 -1.590 0.11
H -1.626 -1.608 -1.035 0.17
H 1.420 1.581 -1.046 0.13
H 1.656 -0.064 -1.552 0.07
H 2.678 0.675 -0.341 0.11
H -1.962 -0.817 1.938 0.20
H 1.061 0.228 2.447 0.15
H -1.859 0.908 1.368 0.17



x.
16
Properties=species:S:1:pos:R:3:lowdin_charge:R:1 method="wB97M-V/def2-TZVPD" gap_ha=0.335 total_charge=+1 e_lumo_ev=-3.850
C -1.375 0.374 0.041 -0.21
C 1.718 0.713 -0.848 -0.35
C -1.063 0.042 1.474 0.01
C -0.605 -0.727 0.270 -0.15
C 1.986 1.737 -0.152 0.04
N -0.016 -2.024 -0.035 0.24
O -1.962 1.164 -0.799 0.18
O 1.813 -0.224 -1.495 0.16
H -0.308 0.678 1.947 0.10
H -1.827 -0.068 2.113 0.06
H 2.390 2.630 -0.822 0.15
H -1.720 1.047 -1.739 0.16
H 1.608 1.998 0.804 0.05
H 0.544 -2.041 -0.927 0.18
H -0.795 -2.668 -0.093 0.17
H 0.392 -2.350 0.866 0.20



Most stable: w



w.
8
Properties=species:S:1:pos:R:3:lowdin_charge:R:1 method="wB97M-V/def2-TZVPD" gap_ha=0.443 smiles=N#C[C@H]1CO1 total_charge=0 e_lumo_ev=0.756
N 2.605 0.042 0.802 0.16
C 1.492 0.094 0.493 -0.14
C 0.226 0.327 -0.182 -0.30
C -1.022 -0.437 -0.065 -0.09
O -0.878 0.842 0.529 -0.01
H 0.426 0.806 -1.139 0.15
H -1.635 -0.463 -0.967 0.12
H -1.151 -1.269 0.624 0.12



x.
8
Properties=species:S:1:pos:R:3:lowdin_charge:R:1 method="wB97M-V/def2-TZVPD" gap_ha=0.398 smiles="CC(=O)C#N" total_charge=0 e_lumo_ev=-0.450
C -0.817 0.565 -0.001 -0.04
C -0.005 -0.669 -0.114 -0.50
C 1.523 -0.519 -0.120 -0.09
H -1.741 0.507 -0.654 0.10
H -0.944 0.630 1.183 0.15
H -0.199 1.518 -0.349 0.12
N 2.701 -0.294 0.037 0.14
O -0.518 -1.738 0.018 0.11



y.
8
Properties=species:S:1:pos:R:3:lowdin_charge:R:1 method="wB97M-V/def2-TZVPD" gap_ha=0.388 smiles=c1cocn1 total_charge=0 e_lumo_ev=1.051
O 0.534 1.067 0.275 0.02
C -0.751 0.666 0.042 -0.11
C -0.753 -0.680 -0.030 -0.14
N 0.551 -1.148 0.034 0.09
C 1.247 -0.068 0.150 -0.22
H -1.503 1.418 -0.146 0.12
H -1.594 -1.341 -0.166 0.10
H 2.228 0.114 -0.245 0.13



z.
8
Properties=species:S:1:pos:R:3:lowdin_charge:R:1 method="wB97M-V/def2-TZVPD" gap_ha="0.273 / 0.274" total_charge=0 e_lumo_ev="-0.051 / -0.054"
C 1.664 -2.782 0.721 -0.28
C 0.318 -0.983 0.074 -0.09
C 0.212 0.342 -0.765 -0.13
N 1.197 -1.919 -0.006 0.08
O 2.198 -3.577 1.308 0.25
H -0.728 0.724 -0.470 0.02
H 0.400 0.333 -1.873 0.07
H 1.038 1.068 -0.455 0.09



Most stable: y



w.
8
Properties=species:S:1:pos:R:3:lowdin_charge:R:1 method="wB97M-V/def2-TZVPD" gap_ha=0.403 smiles="N#CCC=O" total_charge=0 e_lumo_ev=0.435
O -0.421 1.384 -0.662 0.05
C -0.802 0.662 0.230 -0.24
C 0.012 -0.595 0.354 -0.08
C 1.130 -0.108 -0.563 -0.26
N 1.973 0.082 -1.333 0.15
H -1.631 0.989 0.865 0.13
H -0.392 -1.397 -0.267 0.12
H 0.131 -1.019 1.376 0.13



x.
8
Properties=species:S:1:pos:R:3:lowdin_charge:R:1 method="wB97M-V/def2-TZVPD" gap_ha=0.373 smiles="N=C=CC=O" total_charge=0 e_lumo_ev=0.523
C 1.354 0.059 0.019 -0.34
C 0.125 -0.711 0.178 -0.06
N -1.954 0.668 0.154 0.22
C -0.932 0.055 -0.012 -0.16
O 1.616 1.229 0.159 0.04
H -2.469 1.193 -0.533 0.09
H 2.156 -0.714 -0.009 0.11
H 0.104 -1.779 0.044 0.10



Most stable: w



w.
14
Properties=species:S:1:pos:R:3:lowdin_charge:R:1 method="wB97M-V/def2-TZVPD" gap_ha=0.370 smiles="[H]/N=C/N.[H]/N=C/N" total_charge=0 e_lumo_ev=1.044
N -0.140 0.791 -1.445 0.10
C 0.879 -0.083 -1.654 -0.33
N 1.934 -0.407 -0.944 0.03
H -0.634 0.875 -0.628 -0.01
H -0.836 1.008 -2.175 0.12
H 0.996 -0.421 -2.709 0.12
H 2.326 -1.183 -1.357 0.00
N 0.427 0.144 1.491 0.04
C -0.984 -0.111 1.703 -0.35
N -1.870 -0.011 0.760 -0.01
H 1.003 0.025 0.585 0.04
H 0.889 -0.262 2.296 0.05
H -1.212 -0.598 2.824 0.15
H -2.777 0.233 1.254 0.06



x.
14
Properties=species:S:1:pos:R:3:lowdin_charge:R:1 method="wB97M-V/def2-TZVPD" gap_ha=0.333 smiles="C/C(=N/N)NN" total_charge=0 e_lumo_ev=1.032
C -0.425 1.618 -0.097 -0.04
N -0.501 -0.829 -0.465 -0.03
C 0.236 0.269 -0.047 -0.46
N -1.782 -0.960 0.204 -0.01
N 2.247 -0.901 -0.057 -0.02
N 1.505 0.263 0.115 -0.03
H -0.006 -1.711 -0.502 0.10
H -2.046 -0.377 0.995 0.07
H -2.493 -0.788 -0.508 0.07
H 1.832 -1.735 0.359 0.07
H 3.165 -0.733 0.338 0.07
H -1.508 1.532 -0.122 0.06
H -0.093 2.150 -0.986 0.08
H -0.131 2.203 0.772 0.08



Most stable: w



w.
26
Properties=species:S:1:pos:R:3:lowdin_charge:R:1 method="wB97M-V/def2-TZVPD" gap_ha=0.366 smiles=Cc1ccccc1.CCC total_charge=0 e_lumo_ev=1.000
C 1.216 1.838 -2.065 -0.09
C 0.424 -0.559 -1.902 -0.07
C 0.122 0.827 -1.836 -0.28
C -0.615 -1.473 -1.679 -0.10
C -1.190 1.372 -1.695 -0.03
C -1.925 -1.000 -1.499 -0.11
C -2.179 0.381 -1.420 -0.09
H 1.450 -0.945 -1.940 0.11
H -0.541 -2.584 -1.745 0.11
H 2.146 1.412 -2.608 0.10
H 1.663 2.410 -1.133 0.11
H -1.439 2.424 -1.518 0.11
H -2.723 -1.660 -1.244 0.09
H -3.205 0.731 -1.365 0.09
H 0.906 2.673 -2.576 0.02
C 0.713 -0.313 1.744 -0.30
C 1.776 -0.817 2.676 -0.17
C -0.724 -0.413 2.515 -0.11
H 0.685 0.793 1.439 0.11
H 0.552 -0.895 0.781 0.08
H 1.527 -1.833 3.218 0.10
H -0.953 0.568 3.016 0.07
H 1.957 0.009 3.488 0.10
H 2.736 -1.117 2.301 0.04
H -1.564 -0.712 1.789 0.08
H -0.815 -1.117 3.257 0.01



x.
26
Properties=species:S:1:pos:R:3:lowdin_charge:R:1 method="wB97M-V/def2-TZVPD" gap_ha=0.369 smiles=Cc1ccccc1.CCC total_charge=0 e_lumo_ev=0.990
C -0.048 -2.528 0.465 -0.33
C 1.060 -2.578 1.499 -0.13
C 0.466 -2.313 -0.963 -0.10
H -0.772 -3.321 0.626 0.10
H -0.687 -1.668 0.707 0.08
H 1.653 -1.669 1.547 0.06
H 1.066 -1.410 -0.967 0.04
H 1.136 -3.139 -1.191 0.07
H 1.741 -3.420 1.279 0.07
H 0.706 -2.834 2.508 0.07
H -0.386 -2.367 -1.627 0.07
C -1.796 1.752 1.448 -0.05
C -0.246 2.545 -1.942 -0.10
C -1.081 2.676 -0.827 -0.05
C 0.852 1.727 -1.911 -0.10
C -0.894 1.830 0.251 -0.28
C 1.248 1.092 -0.723 -0.09
C 0.342 1.174 0.313 -0.08
H -0.521 3.041 -2.867 0.10
H -1.855 3.433 -0.808 0.11
H 1.404 1.587 -2.840 0.10
H 2.188 0.604 -0.533 0.10
H -1.415 1.066 2.197 0.07
H -2.751 1.284 1.163 0.09
H 0.582 0.727 1.278 0.11
H -1.992 2.710 1.917 0.08



y.
26
Properties=species:S:1:pos:R:3:lowdin_charge:R:1 method="wB97M-V/def2-TZVPD" gap_ha=0.367 smiles=Cc1ccccc1.CCC total_charge=0 e_lumo_ev=1.015
C -2.865 0.531 0.310 -0.30
C -1.753 -0.003 -0.567 -0.13
C -2.567 0.384 1.821 -0.11
H -3.833 0.080 0.087 0.09
H -2.974 1.597 0.150 0.09
H -1.411 -1.041 -0.459 0.08
H -2.083 0.025 -1.617 0.07
H -2.535 1.387 2.255 0.06
H -1.592 -0.050 2.047 0.05
H -0.889 0.653 -0.538 0.05
H -3.330 -0.162 2.377 0.06
C 1.645 1.271 1.239 -0.05
C 1.806 -1.654 -1.914 -0.09
C 1.832 -2.042 -0.593 -0.09
C 1.736 -0.281 -2.222 -0.09
C 1.603 -1.096 0.400 -0.07
C 1.811 0.655 -1.215 -0.07
C 1.650 0.266 0.119 -0.31
H 1.796 -2.285 -2.798 0.10
H 1.980 -3.077 -0.292 0.10
H 1.875 0.009 -3.251 0.10
H 1.279 -1.362 1.399 0.11
H 1.946 1.709 -1.421 0.11
H 1.177 0.846 2.141 0.07
H 1.022 2.130 1.022 0.07
H 2.672 1.508 1.523 0.08



z.
26
Properties=species:S:1:pos:R:3:lowdin_charge:R:1 method="wB97M-V/def2-TZVPD" gap_ha=0.367 smiles=Cc1ccccc1.CCC total_charge=0 e_lumo_ev=0.960
C 0.850 1.180 -0.535 -0.29
C 2.228 1.490 -1.126 -0.15
C 0.939 1.999 0.770 -0.13
H 0.093 1.677 -1.205 0.12
H 0.741 0.104 -0.294 0.06
H 2.955 0.998 -0.539 0.05
H 0.134 1.786 1.367 0.02
H 2.511 2.631 -1.024 0.11
H 2.264 1.294 -2.220 0.07
H 1.913 1.758 1.174 0.07
H 0.885 3.098 0.761 0.08
C -2.298 -0.208 1.638 -0.07
C -1.311 -0.843 0.726 -0.31
C -0.389 -1.734 1.162 -0.04
C -1.627 -0.731 -0.669 -0.09
C 0.421 -2.348 0.143 -0.06
C -0.887 -1.316 -1.574 -0.17
C 0.184 -2.087 -1.219 -0.11
H -3.266 -0.778 1.618 0.10
H -2.578 0.808 1.561 0.06
H -0.012 -1.624 2.170 0.12
H -2.551 -0.169 -1.013 0.14
H 1.349 -2.814 0.328 0.08
H -1.323 -1.375 -2.600 0.13
H 0.789 -2.547 -2.088 0.13
H -2.014 -0.249 2.688 0.07



Most stable: x



w.
26
Properties=species:S:1:pos:R:3:lowdin_charge:R:1 method="wB97M-V/def2-TZVPD" gap_ha=0.356 smiles=CCc1ccccc1.CC total_charge=0 e_lumo_ev=0.948
C -0.039 -1.636 -2.465 -0.20
C -1.435 -1.771 -3.017 -0.21
H -0.216 -1.128 -1.440 0.05
H 0.490 -2.581 -2.342 0.05
H 0.796 -0.890 -2.960 0.12
H -1.968 -2.673 -2.574 0.08
H -2.185 -0.899 -2.971 0.09
H -1.309 -1.966 -4.073 0.04
C 1.335 -0.490 2.203 -0.23
C 2.538 -1.255 1.615 -0.09
C 0.516 0.382 1.261 -0.21
C 0.750 1.605 0.595 -0.09
C -0.755 -0.205 0.844 -0.10
C -0.172 2.354 -0.057 -0.13
C -1.701 0.570 0.273 -0.12
C -1.451 1.844 -0.366 -0.06
H 0.535 -1.087 2.836 0.14
H 1.617 0.313 2.966 0.12
H 3.386 -0.550 1.376 0.09
H 1.828 2.004 0.686 0.13
H -0.884 -1.218 1.117 0.10
H 0.040 3.343 -0.478 0.10
H -2.672 0.125 0.315 0.09
H -2.184 2.470 -0.984 0.12
H 2.405 -1.721 0.705 0.03
H 2.811 -1.936 2.503 0.10



x.
26
Properties=species:S:1:pos:R:3:lowdin_charge:R:1 method="wB97M-V/def2-TZVPD" gap_ha=0.348 smiles="CC1=C(C)[C@]2(C)CC[C@H]1C2" total_charge=0 e_lumo_ev=0.962
C -0.894 0.143 0.990 -0.24
C -0.326 -0.756 0.225 -0.20
C -1.868 0.068 2.038 -0.04
C -0.710 -2.243 0.196 -0.01
C 0.940 -0.949 -1.886 -0.06
C 1.192 1.797 0.563 -0.11
C 1.792 0.508 -0.159 -0.11
C -0.337 1.144 -1.084 -0.09
C -0.353 1.498 0.390 -0.22
C 0.550 -0.045 -0.775 -0.55
H -1.310 0.092 3.007 0.11
H -2.277 -0.981 1.977 0.08
H -2.665 0.761 1.917 0.07
H -1.001 -2.481 -0.826 0.06
H -1.549 -2.399 0.878 0.06
H 0.204 -2.864 0.370 0.09
H 1.278 -0.413 -2.798 0.09
H 0.110 -1.555 -2.237 0.07
H 1.777 -1.644 -1.549 0.11
H 1.454 1.966 1.607 0.10
H 1.451 2.721 0.031 0.10
H 2.236 -0.221 0.593 0.14
H 2.499 0.846 -0.963 0.13
H 0.155 1.855 -1.742 0.12
H -1.351 0.801 -1.431 0.15
H -0.996 2.351 0.668 0.14



Most stable: x